1.
The following is a quantum chemistry calculation of a structure of composition C30H45BrN2P2SSr, from the OMol25 dataset.

Results
- Energy: -135096.992 eV
- Total charge: +2
- Spin multiplicity: 1
- Largest force on an atom: 2.39 eV/A
- LUMO: -7.3 eV

The geometry in XYZ format:
```
82
Properties=species:S:1:pos:R:3:forces:R:3
N 7.63057 2.26381 0.82832 -0.4 -0.3 0.3
C 7.39518 1.49648 1.90556 -0.4 -0.3 -0.3
C 6.38162 0.51251 1.94289 0.3 0.7 -0.3
C 5.52866 0.35292 0.81927 -0.1 1.3 0.9
C 5.80968 1.17551 -0.31284 0.2 0.0 0.2
C 6.86342 2.09834 -0.25726 -0.4 -0.4 0.2
C 4.44238 -0.61419 0.80706 1.4 0.3 -0.2
Sr 1.93969 -2.41703 0.51851 -1.4 0.1 0.5
P -1.66038 -3.67508 -1.56992 -1.8 -0.9 -1.3
C 3.51878 -0.61275 -0.24109 -0.3 0.5 -0.6
C 2.52959 0.45840 -0.39247 0.8 1.0 -1.0
C 1.91016 0.66275 -1.64568 0.3 0.3 0.4
C 0.91291 1.60164 -1.77753 -0.8 0.0 -0.1
C 0.34763 2.19759 -0.63178 1.0 0.9 0.2
C 1.11433 2.20164 0.55906 -0.3 -0.3 -0.6
C 2.19178 1.33207 0.67112 0.3 -0.1 0.1
Br -0.80996 -0.45475 -0.09244 0.7 -1.3 0.7
H 4.44896 -1.35442 1.63367 0.8 -0.5 -0.9
H 3.66509 -1.29961 -1.11330 -0.7 -0.3 1.0
H 6.27079 -0.09310 2.83697 -0.1 0.1 -0.1
H 5.23365 1.09749 -1.23643 0.1 -0.1 0.3
H 8.02535 1.69231 2.78497 -0.3 -0.2 -0.5
H 7.07876 2.75042 -1.11421 -0.1 -0.4 0.4
H 2.23013 0.05747 -2.49076 0.0 0.3 0.0
H 2.79123 1.27938 1.59207 -0.5 0.1 -0.4
H 0.48628 1.81744 -2.75871 0.1 -0.5 0.4
H 0.81719 2.86780 1.36820 0.2 -0.4 0.1
P -1.32868 2.92763 -0.63582 0.7 -0.2 0.5
C -0.05650 -3.96500 -0.76501 0.4 0.1 0.1
C 0.38742 -5.37040 -1.19307 0.4 -0.3 0.1
H -0.14640 -3.86590 0.33921 0.0 0.1 -0.4
H 0.59743 -3.19844 -1.25246 -0.2 -0.3 0.4
H 1.16282 -5.78286 -0.54117 0.1 0.0 0.0
H -0.45432 -6.07751 -1.20623 0.3 0.3 0.1
H 0.79367 -5.33764 -2.20990 -0.1 -0.1 0.1
C -1.20957 -2.48878 -2.89552 0.2 0.4 0.3
C -2.32956 -2.36709 -3.93340 0.1 0.0 -0.1
H -0.27912 -2.85929 -3.36362 -0.3 0.1 0.1
H -1.00219 -1.52804 -2.38467 0.0 -0.3 -0.6
H -2.03616 -1.66753 -4.72222 -0.1 -0.1 0.1
H -2.54083 -3.33196 -4.40975 0.0 0.2 0.2
H -3.26105 -1.99165 -3.49178 0.2 -0.1 0.0
C -2.89735 -2.78639 -0.53548 0.1 0.0 0.5
C -4.11637 -3.67045 -0.26676 -0.2 -0.1 0.0
H -3.20590 -1.87808 -1.06965 0.2 -0.1 0.2
H -2.41707 -2.47933 0.40380 -0.3 0.1 -0.2
H -4.88235 -3.11277 0.27973 0.1 0.0 0.0
H -4.57395 -4.03278 -1.19514 0.1 0.1 0.2
H -3.86024 -4.54815 0.33668 0.0 0.1 -0.1
C -2.17427 2.34979 0.85696 0.2 -0.8 -0.1
C -3.63818 2.73984 0.99616 -0.3 0.4 -0.1
H -1.56424 2.64654 1.72401 -0.2 0.0 -0.2
H -2.10242 1.24610 0.76709 0.0 0.7 0.2
H -3.77387 3.78725 1.31189 0.0 -0.4 -0.2
H -4.19024 2.57587 0.05324 0.1 0.1 0.5
H -4.08633 2.09561 1.76272 0.0 0.2 -0.2
C -2.13504 2.31049 -2.11532 -0.3 -0.3 0.1
C -1.73087 3.05945 -3.37994 0.0 0.3 -0.4
H -3.22690 2.33885 -1.96128 0.4 0.1 -0.1
H -1.84267 1.24651 -2.12772 -0.2 0.3 -0.1
H -2.04974 4.11099 -3.35669 0.1 -0.3 0.0
H -0.64738 3.04443 -3.55255 -0.3 0.1 0.0
H -2.20177 2.58929 -4.24579 0.0 0.1 0.1
C -1.27590 4.72387 -0.56398 -0.2 0.1 -0.5
C -0.64367 5.27809 0.70715 0.1 0.2 0.2
H -2.31710 5.06085 -0.65466 0.1 0.0 0.0
H -0.75236 5.05578 -1.46876 -0.1 0.1 0.2
H 0.43525 5.09640 0.73069 -0.2 0.1 0.0
H -0.80691 6.36135 0.74071 0.1 -0.3 0.1
H -1.08862 4.83818 1.60814 0.1 0.2 -0.2
S 1.52313 -1.43351 3.11750 0.3 0.2 0.3
C -0.15105 -1.63496 3.41040 -0.4 0.8 0.4
N -0.90588 -0.51437 3.71332 -0.6 -1.0 -0.1
C -2.25991 -0.56847 3.95717 0.8 -0.7 -0.4
C -2.91062 -1.78700 3.89244 0.1 0.7 0.1
C -2.16555 -2.95671 3.68686 0.9 0.1 -0.1
C -0.78807 -2.88225 3.46342 -0.8 0.0 0.0
H -0.41897 0.38284 3.72858 -0.2 -0.4 0.0
H -2.74634 0.37286 4.19779 0.1 -0.2 -0.1
H -3.98812 -1.82009 4.01146 0.2 0.0 0.1
H -2.65244 -3.92907 3.72617 0.1 0.2 -0.1
H -0.16017 -3.76742 3.34179 -0.4 0.3 0.1
```
Forces are in eV/Å.


2.
The following is a quantum chemistry calculation of a structure of composition C30H45CaN8O3SSb, from the OMol25 dataset.

Results
- Relative energy (zero: lowest compared OMol25 entry of this formula, charge and spin): 0.00 kcal per mole
- Energy: -85717.500 eV
- Spin multiplicity: 1
- Largest force on an atom: 1.93 eV/A
- LUMO: 0.3 eV

The geometry in XYZ format:
```
89
Properties=species:S:1:pos:R:3:forces:R:3
Ca 13.51230 10.36763 9.80048 0.4 -0.5 0.7
O 13.47312 12.33998 10.98720 -0.5 0.3 0.1
N 12.25645 12.90604 10.95618 -0.2 -0.1 -0.3
C 11.81090 13.62864 12.02542 0.2 -0.2 -0.1
C 10.55970 14.19258 12.02414 0.4 0.3 1.4
C 9.70760 14.00165 10.94826 -0.7 0.4 0.2
C 10.15124 13.28243 9.89751 0.3 -0.2 -0.8
C 11.46919 12.76187 9.84612 -0.5 0.4 -0.3
S 11.98610 12.09376 8.35207 0.3 -0.2 0.1
H 12.53162 13.71392 12.83990 -0.3 -0.1 -0.3
H 10.23964 14.75813 12.90920 0.2 -0.3 -0.5
H 8.70518 14.42722 10.93012 0.2 -0.1 0.1
H 9.53471 13.14584 9.01004 0.2 -0.1 0.3
N 14.29951 5.90146 10.14772 -0.4 -1.6 -1.0
C 14.43774 7.06869 10.95274 0.3 0.9 -0.2
C 13.38432 7.11117 12.05306 0.0 -0.1 -0.4
C 13.46838 8.34793 12.92884 -0.2 0.0 0.4
N 12.79233 9.48713 12.27790 0.6 -0.3 -0.5
C 14.91106 8.67284 13.31346 0.0 1.1 -0.3
C 15.92851 8.57893 12.19267 0.2 -0.6 -0.7
N 15.69239 9.61046 11.14128 0.7 0.4 0.3
C 15.85701 7.18985 11.52339 -0.2 0.4 0.5
H 13.41657 5.92892 9.62364 0.3 -0.1 0.3
H 14.34439 5.01749 10.67428 0.0 0.6 -0.2
H 15.21263 6.07854 8.78763 -0.1 -0.3 0.0
H 14.31433 7.91180 10.22778 -0.1 -0.7 0.7
H 13.51221 6.17594 12.61902 0.0 0.3 0.3
H 12.38118 7.04586 11.60838 0.2 0.1 0.0
H 12.95007 8.10180 13.85440 -0.1 0.0 0.3
H 12.78533 10.29361 12.89038 -0.1 0.0 0.0
H 11.83760 9.23985 12.00727 0.0 0.2 0.2
H 15.26433 8.03274 14.10436 -0.1 -0.5 0.4
H 14.97100 9.69669 13.72311 -0.2 -0.2 0.0
H 16.91832 8.70321 12.64438 0.0 0.1 -0.1
H 16.45544 9.54847 10.45760 -0.3 0.0 0.1
H 15.85271 10.51109 11.59796 -0.1 0.0 -0.2
H 16.04364 6.43185 12.31398 -0.1 0.2 -0.5
H 16.63800 7.07954 10.74690 -0.4 0.0 0.3
N 15.79540 8.09775 6.41634 0.0 -0.9 0.8
C 15.83173 7.18170 7.12765 -0.2 0.4 -0.5
N 15.87416 6.08324 7.94069 0.2 1.1 -0.6
C 17.11657 5.65977 8.24406 -0.7 0.0 0.1
N 18.12854 5.24827 8.58692 0.8 -0.3 0.2
C 19.20436 11.20278 7.85128 -0.1 -0.1 -0.3
C 18.11228 11.46735 6.79449 0.3 -0.4 0.1
C 18.10472 10.32222 5.76075 0.0 0.5 0.0
Sb 16.21354 11.74280 7.80486 -0.3 -0.3 -0.1
C 16.62548 13.68228 8.65674 0.9 0.1 0.1
C 15.50305 14.71986 8.59895 -0.3 -0.6 0.7
C 17.07842 13.41900 10.12522 -0.8 0.0 -0.3
C 14.99659 12.34220 6.14946 -0.4 -0.4 -0.2
C 15.70012 13.22443 5.12256 0.2 -0.4 -0.1
C 14.32409 11.13996 5.45042 0.5 0.1 -0.1
H 20.18274 11.06376 7.36189 -0.3 -0.2 0.1
H 18.93534 10.29456 8.41317 0.3 0.2 -0.1
H 19.34162 12.01912 8.56180 -0.2 0.1 0.0
H 18.32571 12.40181 6.28128 -0.1 0.2 0.0
H 17.98434 9.36669 6.27426 -0.1 0.0 -0.3
H 19.05281 10.31692 5.21241 0.1 -0.1 0.2
H 17.34520 10.43698 4.97427 -0.1 -0.1 0.5
H 17.49701 14.06422 8.08521 -0.3 -0.2 0.3
H 14.64367 14.35747 9.20543 0.3 0.2 -0.5
H 15.16992 15.00456 7.59909 0.0 -0.3 0.0
H 15.86152 15.61833 9.09287 0.0 0.3 0.1
H 16.20201 13.08237 10.72272 0.5 0.0 -0.3
H 17.40610 14.34776 10.59173 0.2 0.1 0.0
H 17.88196 12.66634 10.18663 -0.3 0.3 0.0
H 14.18767 12.88580 6.65698 0.2 0.2 -0.2
H 16.46271 12.66103 4.55107 -0.3 0.1 0.3
H 16.20780 14.08681 5.55850 -0.1 0.1 0.0
H 14.94919 13.55646 4.40202 0.1 0.2 -0.1
H 15.03763 10.42810 5.01842 0.1 0.3 -0.1
H 13.66943 11.51846 4.65775 0.0 -0.2 0.0
H 13.74714 10.51076 6.11476 -0.4 0.1 0.4
O 12.99187 7.27709 7.72875 -0.8 0.6 0.6
C 11.98480 7.78226 8.24322 0.0 -0.7 -0.4
N 11.95275 8.52612 9.39871 -0.6 0.1 -0.2
C 10.61460 8.76174 9.74200 0.3 -0.1 -0.3
O 10.22789 9.29235 10.77775 0.3 -0.1 -0.5
C 9.72621 8.19346 8.65293 0.5 0.0 0.6
C 8.35066 8.11992 8.57829 0.4 -0.3 -0.6
C 7.79466 7.40538 7.53487 0.3 -0.4 -0.5
C 8.61232 6.76455 6.59258 -0.9 0.4 0.0
C 9.98202 6.84518 6.69139 1.2 0.1 0.2
C 10.55341 7.57116 7.74302 -0.3 -0.2 -0.1
H 7.74316 8.58754 9.29747 -0.6 0.5 0.9
H 6.72747 7.29422 7.41735 -0.1 0.2 0.2
H 8.11916 6.25102 5.76142 0.4 0.0 0.3
H 10.61795 6.32964 5.99076 0.1 0.0 -0.2
```
Forces are in eV/Å.


Question: LUMO of number 2 (C30H45CaN8O3SSb)?
Answer: 0.3 eV